9
Properties=species:S:1:pos:R:3 method="wB97M-V/def2-TZVPD" homo_energy_ev="-12.7 / -15.6" spin_multiplicity=3 max_force_ev_per_a=2.74 e_lumo_ha="-0.1288 / -0.2997" charge=+1 energy_ha=-2761.6976 orbital_gap_ev="9.2 / 7.4" de_lowest_ev=0.0000
C 1.81914 -0.79147 -0.22578
C -0.72169 0.12191 0.51469
N 0.43126 -0.21818 0.13991
N -1.62329 0.70147 -0.24602
Br 3.27440 0.23443 -0.09923
H 1.78714 -1.81882 -0.54295
H -0.98554 -0.03815 1.56400
H -2.53453 0.94127 0.12151
H -1.44689 0.86754 -1.22614